(1)
DFT (wB97M-V/def2-TZVPD) results for the molecule C3H5Br in a non-equilibrium geometry.

Each line ends with the natural charge from an NBO analysis.
Element x y z (Å)
C1 -0.0883 -0.6638 -1.2132  -0.41
C2 0.1677 -0.1480 -0.0389  -0.13
C3 -0.1914 1.6191 0.2462  -0.48
Br1 1.4015 2.6133 0.6897  0.00
H1 0.0676 -1.7269 -1.4104  0.20
H2 -0.3159 -0.2752 -2.1719  0.21
H3 0.4293 -0.5831 0.8648  0.20
H4 -0.8906 1.6297 1.1734  0.22
H5 -0.6793 2.0914 -0.5440  0.20

For the energy above the lowest of the compared OMol25 structures with the same formula, charge and spin, the calculation gives 26.32 kcal per mole. Its spin multiplicity is 1. Its LUMO energy is 0.0378 Eh. The frontier orbital gap is 10.84 eV. The energy comes out at -2691.2443 Ha. As for the HOMO energy: -9.81 eV. As for the SMILES: C=CCBr.

---

(2)
DFT (wB97M-V/def2-TZVPD) results for a cluster of 2 separate species, C3H5Br2NO3 in total in a non-equilibrium geometry.

Each line ends with the natural charge from an NBO analysis.
Element x y z (Å)
C1 -0.5186 0.1261 -0.3701  -0.60
C2 0.6199 -0.0761 0.7504  -0.07
C3 1.3203 1.1415 1.0516  0.12
N1 2.4215 1.5107 0.1576  0.44
O1 3.2749 2.1926 0.6679  -0.33
O2 2.4191 1.0454 -0.9822  -0.37
O3 0.2620 -0.6543 1.9891  -0.70
Br1 1.5748 1.7421 2.7045  0.35
Br2 0.0192 3.4322 0.0398  -0.28
H1 -1.1879 0.9472 -0.0960  0.24
H2 -1.0821 -0.7378 -0.6226  0.22
H3 0.0406 0.4855 -1.2167  0.25
H4 1.3054 -0.6664 0.2390  0.23
H5 -0.7487 -0.7898 2.0063  0.49

For the energy above the lowest of the compared OMol25 structures with the same formula, charge and spin, the calculation gives 61.62 kcal per mole. Its spin multiplicity is 1. Its LUMO energy (spin up / spin down) is -0.1138 / -0.0990 Eh. The frontier orbital gap (spin up / spin down) is 6.48 / 7.47 eV. The energy comes out at -5545.6119 Ha. As for the HOMO energy (spin up / spin down): -9.58 / -10.16 eV.

---

(3)
DFT (wB97M-V/def2-TZVPD) results for a cluster of 2 separate species, C3H5Br2NS in total in a non-equilibrium geometry.

Each line ends with the natural charge from an NBO analysis.
Element x y z (Å)
Br1 3.8147 -1.2709 -0.6659  -0.01
C1 2.3388 -0.7601 0.5253  0.05
N1 1.9219 0.4028 0.7130  -0.63
S1 1.8336 1.9458 0.4922  0.55
Br2 3.4065 2.6529 -0.9327  -0.17
H1 1.8092 -1.5412 0.9983  0.21
C2 -2.6889 -0.3298 0.4749  -0.40
C3 -2.3389 -0.0719 -0.8245  -0.38
H2 -2.3693 -1.3035 0.8964  0.19
H3 -3.3830 0.1520 1.1818  0.21
H4 -2.4861 0.9104 -1.4282  0.20
H5 -1.8584 -0.7866 -1.4304  0.19

For the energy above the lowest of the compared OMol25 structures with the same formula, charge and spin, the calculation gives 3.90 kcal per mole. Its spin multiplicity is 1. Its LUMO energy is -0.0140 Eh. The frontier orbital gap is 8.67 eV. The energy comes out at -5718.1959 Ha. As for the HOMO energy: -9.05 eV. As for the SMILES: Br/C=N\SBr.C=C.

---

(4)
DFT (wB97M-V/def2-TZVPD) results for the molecule C3H5Br3O2Si in a non-equilibrium geometry.

Each line ends with the natural charge from an NBO analysis.
Element x y z (Å)
C1 0.0004 -0.1683 1.0499  0.35
C2 1.3122 -0.4638 0.3299  -0.59
C3 -2.2156 -0.0998 0.4048  -0.52
O1 -0.2728 0.1509 2.1622  -0.20
O2 -0.8499 -0.3495 0.0664  -0.50
Si1 -3.0575 -1.8099 0.5009  1.11
Br1 -4.4826 -1.6368 2.1585  -0.27
Br2 -1.5512 -3.1918 1.1997  -0.25
Br3 -4.0254 -2.5888 -1.3327  -0.25
H1 1.1797 0.0931 -0.6187  0.22
H2 1.1712 -1.4670 0.1319  0.21
H3 2.2653 -0.2929 0.7943  0.22
H4 -2.7086 0.5347 -0.3365  0.23
H5 -2.2140 0.2404 1.4346  0.23

The expectation value of S² is 2.006. Its spin multiplicity is 3. Its LUMO energy (spin up / spin down) is 0.0118 / -0.1233 Eh. The frontier orbital gap (spin up / spin down) is 5.13 / 7.14 eV. The energy comes out at -8279.2516 Ha. As for the HOMO energy (spin up / spin down): -4.80 / -10.50 eV.